The following is a quantum chemistry calculation of a cluster of 3 separate species, C26H38N4O7P2 in total, from the Open Molecules 2025 dataset.

Computed properties:
- energy relative to the best compared isomer or geometry (same formula, charge and spin) (kcal per mole) = 0.00
- 2S+1 = 1
- structure (SMILES) = CC(C)CN1C(=O)c2c(C[C@@H](C)O)c(P(C)C)c(P(C)C)c(-c3cccnc3)c2C1=O.C[N+](=O)[O-].C[N+](=O)[O-]

Geometry as XYZ:
```
77
C26H38N4O7P2 | the Open Molecules 2025 dataset | wB97M-V/def2-TZVPD
C 2.87 2.40 0.83
C 3.54 1.96 2.13
C 4.15 0.55 2.00
C 2.66 2.13 3.37
N 1.29 1.63 3.23
C 0.28 2.44 2.67
O 0.04 3.53 3.10
C -0.39 1.62 1.60
C -1.31 2.00 0.63
C -1.78 3.44 0.67
C -3.22 3.57 1.28
C -4.18 4.42 0.45
O -3.78 2.30 1.58
C -1.78 0.99 -0.27
P -3.00 1.48 -1.55
C -2.41 3.04 -2.36
C -2.99 0.41 -3.03
C -1.35 -0.35 -0.08
P -1.94 -1.82 -0.99
C -1.16 -2.11 -2.62
C -3.76 -2.00 -1.00
C -0.42 -0.67 0.95
C 0.06 -2.06 1.20
C 0.99 -2.68 0.37
C 1.35 -3.97 0.69
C 0.79 -4.57 1.80
N -0.07 -4.00 2.64
C -0.40 -2.75 2.31
C 0.07 0.33 1.77
C 1.07 0.29 2.89
O 1.55 -0.66 3.42
H 2.21 1.64 0.42
H 3.63 2.69 0.11
H 2.26 3.28 1.01
H 4.39 2.63 2.28
H 4.25 0.10 2.98
H 5.09 0.59 1.47
H 3.45 -0.05 1.42
H 3.11 1.63 4.23
H 2.59 3.18 3.63
H -1.14 3.96 1.37
H -1.68 3.97 -0.27
H -3.13 4.07 2.24
H -4.79 5.03 1.12
H -4.87 3.81 -0.13
H -3.65 5.11 -0.21
H -4.51 2.12 0.98
H -2.64 2.99 -3.42
H -2.86 3.92 -1.92
H -1.33 3.10 -2.29
H -1.99 0.21 -3.38
H -3.47 1.01 -3.81
H -3.58 -0.49 -2.93
H -0.27 -1.50 -2.78
H -1.83 -1.88 -3.44
H -0.91 -3.16 -2.73
H -4.30 -1.07 -0.82
H -4.08 -2.47 -1.93
H -4.03 -2.67 -0.19
H 1.37 -2.16 -0.50
H 2.06 -4.51 0.09
H 1.07 -5.60 2.02
H -1.09 -2.25 2.97
C 6.65 -3.15 2.92
N 6.57 -1.73 2.47
O 6.55 -0.87 3.33
O 6.53 -1.55 1.28
H 6.67 -3.17 4.01
H 5.77 -3.66 2.54
H 7.55 -3.58 2.50
C -1.52 -2.85 -7.22
N -2.10 -3.00 -5.86
O -3.05 -2.30 -5.56
O -1.58 -3.82 -5.13
H -2.09 -2.09 -7.75
H -0.48 -2.56 -7.10
H -1.60 -3.81 -7.71
```

Formally, the Mulliken partial charges of the atoms, in units of the elementary charge, are as follows: C -1.59; C 1.00; C -1.27; C -1.68; N 0.36; C -0.21; O -0.62; C 0.17; C 0.27; C -2.16; C 0.29; C -1.50; O -0.62; C 1.07; P 0.44; C -1.25; C -1.01; C 0.24; P 0.64; C -0.90; C -1.31; C -0.35; C -0.35; C 0.01; C -0.95; C -0.35; N -0.68; C -0.13; C 0.28; C -0.18; O -0.55; H 0.21; H 0.54; H 0.35; H 0.59; H 0.33; H 0.51; H 0.08; H 0.37; H 0.47; H 0.60; H 0.80; H 0.56; H 0.37; H 0.37; H 0.35; H 0.38; H 0.51; H 0.17; H 0.40; H 0.32; H 0.52; H 0.25; H 0.49; H -0.14; H 0.47; H 0.43; H 0.39; H 0.35; H 0.56; H 0.41; H 0.39; H 0.48; C -0.76; N 0.90; O -0.51; O -0.50; H 0.31; H 0.28; H 0.29; C -0.78; N 0.87; O -0.51; O -0.50; H 0.31; H 0.31; H 0.29

=====

The following is a quantum chemistry calculation of a structure of composition C17H17NO6S, from the Open Molecules 2025 dataset.

Computed properties:
- energy relative to the best compared isomer or geometry (same formula, charge and spin) (kcal per mole) = 382.61
- 2S+1 = 1

Geometry as XYZ:
```
42
C17H17NO6S | the Open Molecules 2025 dataset | wB97M-V/def2-TZVPD
C -7.21 -0.45 0.83
H -7.10 -0.25 1.82
H -7.57 0.49 0.21
H -7.74 -1.40 0.52
O -5.91 -0.82 0.12
C -5.16 0.31 0.47
O -5.52 1.32 1.09
C -3.76 0.14 -0.22
C -3.45 -1.09 -0.74
C -2.08 -1.38 -1.13
C -1.23 -0.11 -1.05
C -1.62 1.01 -0.62
C -2.77 0.95 -0.15
H -3.05 2.17 0.42
H -0.78 1.69 -0.60
C 0.16 -0.59 -1.43
H 0.29 -1.52 -2.25
H 0.64 0.30 -1.88
O 1.18 -0.82 -0.52
C 1.17 -2.17 -0.08
O 0.59 -3.10 -0.89
C 2.01 -2.39 1.13
N 2.66 -1.14 1.57
S 3.64 -0.34 0.66
O 3.95 -0.98 -0.94
O 4.91 0.02 1.29
C 2.80 0.91 0.09
C 2.93 1.77 -1.22
C 2.15 2.76 -1.38
C 1.53 3.40 -0.44
C 1.42 3.02 0.72
C 2.03 1.70 0.95
H 2.05 1.33 2.08
H 0.80 3.28 1.50
H 0.95 4.29 -0.74
H 2.34 3.41 -2.44
H 3.50 1.08 -2.09
H 3.14 -1.37 2.66
H 2.89 -3.12 0.62
H 1.44 -2.87 1.85
H -1.76 -2.37 -1.37
H -4.27 -1.83 -0.44
```

Formally, the Mulliken partial charges of the atoms, in units of the elementary charge, are as follows: C -0.71; H 0.36; H 0.29; H 0.23; O -0.32; C 0.20; O -0.58; C 0.20; C -0.33; C -1.03; C 0.85; C 0.03; C 0.11; H 0.03; H 0.20; C -1.42; H 0.41; H 0.59; O 0.06; C 0.59; O -0.61; C -0.69; N -0.27; S 0.98; O -0.70; O -0.71; C 0.57; C -0.42; C -0.31; C 0.39; C -1.13; C -0.02; H 0.11; H 0.49; H 0.26; H 0.12; H 0.22; H 0.39; H 0.29; H 0.45; H 0.43; H 0.40

=====

The following is a quantum chemistry calculation of a structure of composition C3H14Ba3O5, from the Open Molecules 2025 dataset.

Computed properties:
- 2S+1 = 1
- net charge = +4
- total energy (eV) = -15608.000

Geometry as XYZ:
```
25
C3H14Ba3O5 | the Open Molecules 2025 dataset | wB97M-V/def2-TZVPD
Ba -0.22 -0.54 6.56
Ba 3.64 0.82 2.13
Ba 1.12 -5.59 2.37
O -0.17 -1.17 2.24
H -0.39 -0.26 2.54
O 0.32 3.04 4.27
H 0.58 3.84 4.76
C 1.67 -3.98 -2.83
O 1.99 -5.18 -2.18
H 1.26 -4.26 -3.80
H 1.19 -3.25 -2.17
H 2.64 -3.52 -2.96
H 2.46 -5.78 -2.77
C -4.00 1.14 0.49
O -3.54 -0.14 0.18
H -3.65 2.04 -0.02
H -5.09 1.14 0.47
H -3.85 1.50 1.50
H -2.72 -0.29 0.66
C 0.80 3.30 -1.82
O 2.14 2.97 -1.93
H 0.75 4.21 -2.42
H 0.07 2.65 -2.30
H 0.39 3.51 -0.83
H 2.62 3.77 -2.16
```

Formally, the Mulliken partial charges of the atoms, in units of the elementary charge, are as follows: Ba 1.67; Ba 1.76; Ba 1.95; O -1.07; H 0.24; O -0.89; H 0.28; C -0.47; O -0.57; H 0.25; H 0.21; H 0.25; H 0.34; C -0.59; O -0.43; H 0.27; H 0.28; H 0.22; H 0.29; C -0.55; O -0.54; H 0.26; H 0.24; H 0.24; H 0.36

=====

The following is a quantum chemistry calculation of a cluster of 9 separate species, C5H28N2O9 in total, from the Open Molecules 2025 dataset.

Computed properties:
- energy relative to the best compared isomer or geometry (same formula, charge and spin) (kcal per mole) = 72.40
- 2S+1 = 1
- structure (SMILES) = N/C=N/CCCCO.O.O.O.O.O.O.O.O

Geometry as XYZ:
```
44
C5H28N2O9 | the Open Molecules 2025 dataset | wB97M-V/def2-TZVPD
N 1.09 -2.92 1.65
C 1.09 -1.57 1.62
N 1.32 -0.96 0.51
C 1.14 0.49 0.60
C 1.66 1.19 -0.66
C 0.66 1.12 -1.80
C -0.62 1.94 -1.78
O -0.47 3.24 -1.28
H 1.42 -3.46 0.83
H 1.11 -3.53 2.45
H 0.96 -1.08 2.57
H 0.14 0.86 0.85
H 1.74 0.95 1.41
H 2.55 0.64 -1.03
H 2.06 2.20 -0.47
H 0.30 0.05 -1.95
H 1.25 1.38 -2.68
H -1.19 1.82 -2.71
H -1.38 1.45 -1.11
H 0.30 3.64 -1.71
O -2.71 1.02 0.92
H -2.15 1.84 0.84
H -3.40 1.33 1.52
O -1.14 3.10 1.63
H -0.37 2.54 1.85
H -0.84 3.52 0.81
O -2.36 -1.56 1.69
H -2.23 -0.59 1.61
H -1.46 -1.85 1.88
O -1.62 -0.96 -2.97
H -2.49 -1.23 -2.53
H -1.88 -0.95 -3.91
O 2.66 -1.86 -1.86
H 2.56 -1.38 -1.01
H 1.94 -1.53 -2.40
O 2.38 -4.09 -0.63
H 1.66 -4.07 -1.27
H 2.79 -3.18 -0.82
O 1.03 1.61 3.71
H 0.75 1.05 4.44
H 1.88 1.98 4.00
O -3.43 -0.79 -1.32
H -3.22 0.04 -0.87
H -3.49 -1.46 -0.63
```

Formally, the Mulliken partial charges of the atoms, in units of the elementary charge, are as follows: N -0.26; C -0.54; N -0.51; C 0.19; C -0.83; C -0.28; C 0.28; O -0.59; H 0.25; H 0.24; H 0.64; H -0.08; H 0.32; H 0.44; H 0.39; H 0.00; H 0.25; H 0.40; H -0.56; H 0.34; O -0.62; H 0.33; H 0.25; O -0.74; H 0.36; H 0.35; O -0.68; H 0.38; H 0.35; O -0.64; H 0.38; H 0.27; O -0.75; H 0.42; H 0.36; O -0.82; H 0.33; H 0.39; O -0.58; H 0.28; H 0.30; O -0.69; H 0.33; H 0.34

=====

The following is a quantum chemistry calculation of a cluster of 8 separate species, C19H47Br10O12P3 in total, from the Open Molecules 2025 dataset.

Computed properties:
- energy relative to the best compared isomer or geometry (same formula, charge and spin) (kcal per mole) = 8.10
- 2S+1 = 1
- structure (SMILES) = COP(=O)(OC)OC.COP(=O)(OC)OC.COP(=O)(OC)OC.BrCCBr.BrCCBr.BrCCBr.BrCCBr.BrCCBr

Geometry as XYZ:
```
91
C19H47Br10O12P3 | the Open Molecules 2025 dataset | wB97M-V/def2-TZVPD
C -3.42 -6.45 1.11
O -2.70 -5.24 1.39
P -2.07 -4.32 0.28
O -1.51 -3.07 0.78
O -1.07 -5.27 -0.51
C 0.32 -5.05 -0.46
O -3.25 -4.09 -0.77
C -2.93 -3.49 -1.99
H -3.01 -7.28 1.69
H -3.50 -6.65 0.05
H -4.40 -6.36 1.59
H 0.72 -5.04 -1.49
H 0.93 -5.87 -0.05
H 0.65 -4.13 0.03
H -2.16 -2.70 -1.93
H -3.78 -2.97 -2.43
H -2.54 -4.11 -2.80
C 4.19 0.44 1.39
O 5.23 1.17 0.66
P 6.26 0.34 -0.21
O 6.82 -0.82 0.46
O 7.31 1.46 -0.61
C 6.93 2.58 -1.45
O 5.61 0.09 -1.65
C 4.45 -0.66 -1.86
H 3.24 0.85 1.06
H 4.39 0.64 2.44
H 4.24 -0.64 1.23
H 7.66 3.37 -1.31
H 5.98 2.99 -1.07
H 6.79 2.20 -2.46
H 3.60 -0.01 -2.09
H 4.13 -1.18 -0.95
H 4.50 -1.34 -2.71
C 1.68 3.10 -0.71
O 1.26 2.18 0.28
P -0.27 1.82 0.47
O -1.19 2.95 0.35
O -0.28 1.12 1.88
C -1.33 0.21 2.21
O -0.52 0.66 -0.58
C 0.26 -0.57 -0.49
H 1.88 2.67 -1.69
H 2.58 3.63 -0.43
H 0.90 3.85 -0.87
H -1.23 -0.33 3.14
H -1.33 -0.59 1.46
H -2.29 0.70 2.08
H 0.95 -0.55 0.35
H 0.74 -0.69 -1.46
H -0.45 -1.39 -0.43
Br 4.75 1.30 -5.15
C 3.01 1.90 -4.46
C 1.94 1.41 -5.40
Br 1.52 -0.46 -4.97
H 2.94 2.99 -4.49
H 3.05 1.60 -3.42
H 2.09 1.60 -6.46
H 1.05 2.02 -5.22
Br -3.95 -3.16 3.41
C -2.52 -3.47 4.76
C -1.14 -3.34 4.22
Br 0.09 -3.88 5.66
H -2.73 -4.46 5.15
H -2.67 -2.82 5.62
H -0.78 -2.35 3.97
H -0.97 -3.98 3.36
Br 2.21 6.42 4.05
C 0.60 6.67 2.95
C 0.74 5.89 1.68
Br 2.17 6.63 0.56
H 0.40 7.72 2.73
H -0.26 6.33 3.52
H -0.16 5.92 1.07
H 0.96 4.83 1.81
Br -5.35 2.68 -2.34
C -3.56 2.71 -1.52
C -2.50 2.43 -2.53
Br -2.30 0.54 -3.07
H -3.58 2.13 -0.61
H -3.36 3.73 -1.20
H -1.50 2.75 -2.24
H -2.66 3.00 -3.45
Br -6.67 -2.35 0.49
C -6.48 -0.73 1.55
C -5.14 -0.08 1.22
Br -4.88 1.51 2.31
H -6.58 -1.07 2.57
H -7.25 0.00 1.27
H -5.12 0.12 0.15
H -4.39 -0.81 1.52
```

Formally, the Mulliken partial charges of the atoms, in units of the elementary charge, are as follows: C -0.78; O -0.36; P 0.50; O 0.04; O -0.37; C -0.67; O -0.18; C -0.54; H 0.28; H 0.33; H 0.28; H 0.28; H 0.30; H 0.23; H 0.00; H 0.33; H 0.30; C -0.47; O -0.19; P 0.84; O -0.73; O -0.41; C -0.37; O -0.12; C -0.30; H -0.01; H 0.33; H 0.38; H 0.27; H 0.16; H 0.18; H -0.19; H 0.35; H 0.32; C -0.84; O -0.12; P 0.77; O -0.84; O -0.45; C 0.05; O 0.50; C -0.73; H 0.09; H 0.31; H 0.45; H 0.16; H -0.06; H 0.03; H 0.33; H 0.30; H 0.08; Br -0.17; C 0.13; C -0.53; Br -0.15; H 0.44; H -0.51; H 0.46; H 0.30; Br -0.16; C -0.70; C -0.01; Br -0.13; H 0.44; H 0.46; H 0.01; H 0.10; Br -0.15; C -0.56; C -0.52; Br -0.14; H 0.40; H 0.41; H 0.39; H 0.19; Br -0.17; C -0.17; C -0.32; Br -0.16; H -0.04; H 0.35; H -0.09; H 0.53; Br -0.17; C -0.74; C -0.18; Br -0.17; H 0.41; H 0.46; H 0.38; H 0.00

=====

Values for largest force on an atom, Eh/bohr, ordered as above
0.0464; 0.2940; 0.0507; 0.0541; 0.0494